A structure of composition C22H36CoN6, computed with ωB97M-V with the def2-TZVPD basis set.

Output
- Relative energy (zero: lowest compared OMol25 entry of this formula, charge and spin): 0.0000 eV
- DFT total energy: -2570.31683 hartree
- LUMO energy (spin up / spin down): -8.13 / -10.29 eV
- M: 443.50 u

The geometry in ORCA input format:
```
! wB97M-V def2-TZVPD RIJCOSX def2/J DEFGRID3
* xyz 3 5
Co 0.1994 -0.5263 0.5048
C 3.1316 -0.4000 0.9930
N 2.2332 -0.2113 -0.1877
C 2.6910 -1.1395 -1.2431
C 2.2891 1.1898 -0.6086
C 3.2451 1.6455 -1.4918
C 3.3086 2.9991 -1.8126
C 2.4139 3.8928 -1.2374
C 1.4658 3.4515 -0.3358
C 1.3830 2.0897 0.0101
N 0.5064 1.4798 0.8801
C -0.3072 1.9964 1.8524
C -0.6229 3.3489 2.1040
C -1.5281 3.6893 3.0876
C -2.1366 2.7066 3.8605
C -1.8102 1.3652 3.6682
C -0.9085 1.0110 2.6904
N -0.4394 -0.3653 2.5432
C -1.4779 -1.3665 2.8910
C 0.7139 -0.5734 3.4738
H 4.1732 -0.2694 0.6949
H 3.0043 -1.4068 1.3942
H 2.8902 0.3368 1.7524
H 3.7608 -1.0486 -1.4312
H 2.1621 -0.9386 -2.1741
H 2.5161 -2.1658 -0.9247
H 3.9695 0.9707 -1.9262
H 4.0636 3.3517 -2.5025
H 2.4582 4.9436 -1.4901
H 0.7790 4.1741 0.0656
H -0.1751 4.1446 1.5377
H -1.7606 4.7317 3.2572
H -2.8430 2.9804 4.6326
H -2.2515 0.6188 4.3144
H -1.6925 -1.3721 3.9597
H -1.1156 -2.3628 2.6414
H -2.4071 -1.1643 2.3592
H 0.3681 -0.5287 4.5076
H 1.4509 0.2080 3.3172
H 1.1598 -1.5522 3.2932
N -0.5324 -1.1820 -4.4950
C -0.7940 -1.2400 -2.9937
C -2.1506 -0.6100 -2.7194
C -2.5802 -0.7792 -1.2633
N -1.7477 0.0510 -0.3442
C -2.5293 -2.2455 -0.8424
C -1.1997 -2.9444 -1.1219
N -0.1685 -2.5724 -0.0947
C -0.7205 -2.6983 -2.5554
H -0.5617 -0.2232 -4.8532
H -1.2414 -1.7150 -5.0096
H 0.3774 -1.5769 -4.7479
H 0.0080 -0.6440 -2.5547
H -2.9089 -1.1083 -3.3336
H -2.1592 0.4454 -3.0069
H -3.6133 -0.4345 -1.2015
H -2.2685 0.1459 0.5280
H -1.6992 1.0113 -0.6830
H -3.3103 -2.7796 -1.3888
H -2.7978 -2.3470 0.2127
H -1.3572 -4.0202 -1.0375
H 0.6887 -3.0855 -0.2921
H -0.4922 -2.9900 0.7771
H -1.3865 -3.2865 -3.1968
H 0.2843 -3.1053 -2.7029
*
```

So, what does the natural (NBO) scheme give us? The charges, in e, come out as: 1.51, -0.42, -0.55, -0.41, 0.13, -0.24, -0.13, -0.19, -0.14, 0.06, -0.53, 0.16, -0.19, -0.18, -0.11, -0.24, 0.12, -0.56, -0.42, -0.42, 0.23, 0.21, 0.22, 0.23, 0.19, 0.20, 0.24, 0.25, 0.26, 0.22, 0.23, 0.26, 0.26, 0.24, 0.23, 0.20, 0.21, 0.23, 0.22, 0.21, -0.67, -0.03, -0.44, -0.05, -0.91, -0.43, -0.04, -0.92, -0.45, 0.46, 0.45, 0.45, 0.22, 0.25, 0.24, 0.24, 0.40, 0.41, 0.26, 0.24, 0.24, 0.40, 0.40, 0.25, 0.24

A structure of composition C59H60BBiN4O6P2Si at a distorted geometry, computed with ωB97M-V with the def2-TZVPD basis set.

Output
- Relative energy (zero: lowest compared OMol25 entry of this formula, charge and spin): 1.2958 eV
- DFT total energy: -4166.59465 hartree
- LUMO energy: -0.28 eV
- M: 1230.98 u

The geometry in ORCA input format:
```
! wB97M-V def2-TZVPD RIJCOSX def2/J DEFGRID3
* xyz 0 1
Bi 0.7183 -0.0158 1.6295
C -0.5015 -2.3090 4.1356
Si -1.1410 -1.7499 2.4528
C -2.0710 -3.2969 1.7608
C -3.0376 -3.8474 2.6203
C -3.7882 -4.9513 2.2652
C -3.5988 -5.5561 1.0262
C -2.6492 -5.0454 0.1655
C -1.8864 -3.9273 0.5216
P -0.5179 -3.3395 -0.5388
C 0.5699 -4.8172 -0.3821
C 1.2573 -4.8916 0.8353
C 2.1796 -5.8955 1.0744
C 2.4404 -6.8460 0.0916
C 1.7511 -6.7952 -1.1079
C 0.8204 -5.7866 -1.3446
C -1.1777 -3.4301 -2.2425
C -0.3186 -3.5827 -3.3350
C -0.7745 -3.4054 -4.6346
C -2.0939 -3.0480 -4.8673
C -2.9528 -2.8691 -3.7906
C -2.4996 -3.0533 -2.4921
C -2.6079 -0.5677 2.8010
C -3.3756 -0.7733 3.9618
C -4.5336 -0.0634 4.2110
C -4.9651 0.8939 3.2974
C -4.1997 1.1564 2.1798
C -3.0181 0.4468 1.9232
P -1.8936 1.0314 0.5461
C -1.8005 2.7594 1.2348
C -2.1589 3.9013 0.5227
C -2.0629 5.1639 1.0930
C -1.5883 5.3145 2.3872
C -1.2389 4.1853 3.1134
C -1.3584 2.9246 2.5479
C -3.0923 1.0883 -0.8527
C -2.9692 1.9212 -1.9685
C -3.8841 1.8538 -3.0123
C -4.9264 0.9393 -2.9781
C -5.0336 0.0760 -1.8977
C -4.1239 0.1441 -0.8546
H -0.9754 -3.2335 4.4754
H -0.6913 -1.5334 4.8803
H 0.5789 -2.4709 4.0995
H -3.2180 -3.3960 3.5865
H -4.5217 -5.3459 2.9581
H -4.1797 -6.4263 0.7462
H -2.4809 -5.5178 -0.7966
H 1.0773 -4.1382 1.5975
H 2.7066 -5.9276 2.0199
H 3.1813 -7.6168 0.2632
H 1.9373 -7.5437 -1.8689
H 0.2766 -5.7835 -2.2800
H 0.7243 -3.8262 -3.1680
H -0.0933 -3.5400 -5.4666
H -2.4501 -2.9033 -5.8797
H -3.9793 -2.5738 -3.9630
H -3.1792 -2.9066 -1.6605
H -3.0444 -1.4990 4.6967
H -5.0994 -0.2510 5.1160
H -5.8765 1.4515 3.4760
H -4.5059 1.9434 1.4998
H -2.5275 3.8148 -0.4882
H -2.3683 6.0348 0.5234
H -1.5126 6.2987 2.8349
H -0.8681 4.2772 4.1248
H -1.1360 2.0628 3.1659
H -2.1379 2.6069 -2.0304
H -3.7748 2.5196 -3.8603
H -5.6443 0.8950 -3.7878
H -5.8313 -0.6569 -1.8633
H -4.2336 -0.5342 -0.0173
N 0.5312 -0.1839 -2.0675
C 1.3078 0.9427 -2.5535
C 1.0421 1.3078 -4.0488
C 2.2329 1.8660 -4.8583
C 2.1068 3.3451 -5.2405
N 1.8341 4.1391 -4.0491
C 0.7981 4.9338 -3.8591
N 0.4514 5.2526 -2.6105
N 0.0976 5.4328 -4.8986
C 1.0446 2.1463 -1.6502
O 1.9815 3.0063 -1.5795
O -0.0640 2.2664 -1.0990
H 0.6245 -0.9943 -2.6673
H -0.4525 0.0561 -1.9975
H 2.3689 0.6994 -2.4454
H 0.1980 2.0060 -4.1098
H 0.6987 0.3834 -4.5125
H 2.3518 1.3115 -5.7903
H 3.1563 1.7256 -4.2900
H 1.3006 3.4694 -5.9665
H 3.0345 3.6857 -5.7029
H 2.1773 3.7204 -3.1551
H 0.8330 4.6504 -1.8709
H -0.3769 5.7904 -2.4312
H 0.4907 5.3953 -5.8209
H -0.6057 6.1292 -4.7322
C 2.0004 5.3743 4.6705
C 2.2578 3.9084 4.4251
C 2.9110 3.4870 3.2789
C 3.1982 2.1419 3.0491
C 3.9852 1.7581 1.8208
C 2.7730 1.1935 3.9750
C 2.1202 1.5962 5.1493
C 1.7002 0.5795 6.1784
C 1.8752 2.9462 5.3557
C 3.0648 -0.2837 3.7848
O 3.9908 -0.7930 4.3840
O 2.2811 -0.9515 2.9714
H 1.6810 5.8736 3.7536
H 2.9076 5.8730 5.0195
H 1.2273 5.5197 5.4275
H 3.2202 4.2190 2.5370
H 4.9731 2.2222 1.8548
H 3.4845 2.1034 0.9124
H 4.1254 0.6810 1.7428
H 1.0175 -0.1500 5.7473
H 1.2053 1.0589 7.0236
H 2.5658 0.0248 6.5442
H 1.3819 3.2586 6.2723
O 2.0566 -2.1815 -0.7597
B 2.0292 -0.9960 -0.0410
O 3.1224 -0.2029 -0.4009
C 3.8051 -0.9097 -1.3607
C 4.9205 -0.5398 -2.0749
C 5.3944 -1.4636 -3.0077
C 4.7630 -2.6906 -3.1955
C 3.6207 -3.0420 -2.4751
C 3.1602 -2.1163 -1.5687
H 5.3971 0.4184 -1.9098
H 6.2748 -1.2250 -3.5903
H 5.1700 -3.3957 -3.9090
H 3.1247 -3.9957 -2.6099
*
```

Here are the Löwdin charges for atoms 1 to 99, given in e: 1.52, -0.22, 0.52, -0.26, -0.10, -0.08, -0.08, -0.09, -0.39, 1.12, -0.34, -0.09, -0.07, -0.09, -0.09, -0.10, -0.36, -0.12, -0.09, -0.10, -0.08, -0.10, -0.30, -0.11, -0.08, -0.07, -0.10, -0.40, 1.00, -0.35, -0.10, -0.09, -0.09, -0.07, -0.10, -0.33, -0.11, -0.08, -0.09, -0.09, -0.10, 0.03, 0.02, 0.02, 0.08, 0.10, 0.10, 0.11, 0.10, 0.11, 0.10, 0.10, 0.09, 0.09, 0.10, 0.10, 0.10, 0.10, 0.09, 0.10, 0.10, 0.11, 0.08, 0.10, 0.10, 0.10, 0.08, 0.07, 0.10, 0.10, 0.11, 0.10, 0.09, -0.29, -0.11, -0.16, -0.17, 0.09, -0.44, 0.22, 0.19, -0.62, -0.07, -0.07, 0.08, 0.08, 0.12, 0.12, 0.11, 0.11, 0.12, 0.11, 0.12, 0.12, 0.10, 0.12, 0.11, 0.12, -0.06

A structure of composition C29H20BrClCrN5O8, computed with ωB97M-V with the def2-TZVPD basis set.

Output
- DFT total energy: -6071.20846 hartree
- LUMO energy (spin up / spin down): -1.10 / -1.10 eV
- M: 733.86 u

The geometry in ORCA input format:
```
! wB97M-V def2-TZVPD RIJCOSX def2/J DEFGRID3
* xyz 0 2
Cr 0.3970 0.4596 0.5215
O -1.1407 2.3164 6.3475
C -0.8218 1.8945 5.1086
C -1.2144 2.5572 3.9473
C -0.8237 2.0282 2.7399
N -0.0835 0.9136 2.6111
C 0.2735 0.2970 3.7345
Br 1.3120 -1.2702 3.6188
C -0.0618 0.7374 5.0015
H -1.6633 3.1258 6.3002
H -1.8072 3.4594 3.9725
H -1.1002 2.5112 1.8102
H 0.2577 0.1991 5.8788
C -3.8179 -0.8882 0.2183
C -4.3397 -0.0015 -0.7159
C -3.5659 1.0490 -1.1591
C -2.2660 1.1931 -0.6730
N -1.7474 0.2919 0.1753
C -2.5142 -0.7064 0.6311
C -1.3618 2.3119 -0.9558
C -1.7625 3.4113 -1.7122
C -0.9028 4.4782 -1.8888
C 0.3507 4.4378 -1.2933
C 0.7436 3.3361 -0.5493
C -0.0899 2.2311 -0.3630
H -4.3996 -1.7067 0.6150
H -5.3499 -0.1229 -1.0827
H -3.9606 1.7599 -1.8686
H -2.0480 -1.3711 1.3444
H -2.7467 3.4484 -2.1598
H -1.2064 5.3342 -2.4744
H 1.0282 5.2736 -1.4127
H 1.7279 3.3459 -0.1049
O -1.6886 -6.5270 -2.5292
N -1.3984 -5.4441 -2.9949
O -1.4505 -5.1454 -4.1681
C -0.9494 -4.4121 -2.0585
C -0.5450 -3.1866 -2.5424
C -0.1258 -2.2222 -1.6416
C -0.1025 -2.4034 -0.2292
O 0.2944 -1.5627 0.6395
C -0.5353 -3.7082 0.1618
C -0.9236 -4.6982 -0.6986
N -0.5662 -4.0312 1.5988
O -1.1128 -3.2411 2.3398
O -0.0724 -5.0803 1.9400
N 0.3792 -0.9795 -2.2353
O 0.4874 -0.9143 -3.4388
O 0.7000 -0.0491 -1.4984
H -0.5373 -2.9821 -3.6032
H -1.2103 -5.6738 -0.3320
Cl 5.8314 -0.3785 -3.9451
C 4.8548 0.0148 -2.5539
C 4.6220 1.3381 -2.2316
C 3.8376 1.6414 -1.1281
C 3.2632 0.6448 -0.3449
C 2.3493 0.9168 0.8010
C 3.5465 -0.6826 -0.6856
C 4.3304 -1.0075 -1.7760
H 5.0534 2.1242 -2.8345
H 3.6780 2.6826 -0.8806
H 2.5758 0.2196 1.6187
H 2.4505 1.9334 1.1913
H 3.1312 -1.4817 -0.0794
H 4.5384 -2.0390 -2.0238
*
```

So, what does the natural (NBO) scheme give us? The charges, in e, come out as: 1.15, -0.64, 0.38, -0.33, 0.10, -0.52, 0.18, 0.15, -0.32, 0.49, 0.23, 0.23, 0.25, -0.26, -0.14, -0.24, 0.23, -0.49, 0.05, -0.16, -0.17, -0.23, -0.21, -0.17, -0.27, 0.23, 0.22, 0.22, 0.23, 0.20, 0.21, 0.21, 0.19, -0.38, 0.54, -0.37, -0.05, -0.11, -0.11, 0.49, -0.69, -0.06, -0.11, 0.54, -0.37, -0.36, 0.56, -0.33, -0.38, 0.29, 0.28, -0.02, -0.05, -0.22, -0.20, -0.02, -0.78, -0.16, -0.25, 0.22, 0.21, 0.23, 0.22, 0.19, 0.22

A cluster of 2 separate species, C5H12N2O2 in total at a distorted geometry, computed with ωB97M-V with the def2-TZVPD basis set.

Output
- SMILES string: [H]/N=C(/C)N.CC=C(O)O
- Relative energy (zero: lowest compared OMol25 entry of this formula, charge and spin): 2.8786 eV
- DFT total energy: -457.64313 hartree
- LUMO energy: 0.64 eV
- M: 132.16 u

The geometry in ORCA input format:
```
! wB97M-V def2-TZVPD RIJCOSX def2/J DEFGRID3
* xyz 0 1
C -2.0492 0.9362 -0.1293
C -2.8449 -1.4194 -0.0332
C 2.0233 0.8962 1.0707
C -1.8244 -0.3786 -0.0553
C 2.0355 0.4062 -0.3609
N 3.2942 -0.2541 -0.5429
N 1.0891 0.5716 -1.1555
O -3.3719 1.4489 -0.0064
O -1.1200 1.9349 -0.2202
H -3.3274 -1.2849 -1.0326
H -2.3117 -2.3444 0.2194
H -3.8137 -1.3273 0.6951
H 1.4404 0.0650 1.6288
H 1.5051 1.8685 1.1147
H 3.0128 0.9040 1.5642
H -0.8077 -0.7415 -0.3725
H 3.4611 -0.7970 0.2485
H 3.2487 -0.7023 -1.4964
H 1.1682 0.1862 -2.0906
H -0.3182 1.6519 -0.5317
H -3.3948 2.2513 0.4265
*
```

So, what does the natural (NBO) scheme give us? The charges, in e, come out as: 0.59, -0.64, -0.70, -0.40, 0.49, -0.83, -0.76, -0.71, -0.72, 0.22, 0.21, 0.21, 0.24, 0.25, 0.23, 0.21, 0.38, 0.37, 0.36, 0.51, 0.48

A cluster of 2 separate species, C5H10O in total at a distorted geometry, computed with ωB97M-V with the def2-TZVPD basis set.

Output
- Relative energy (zero: lowest compared OMol25 entry of this formula, charge and spin): 5.2486 eV
- DFT total energy: -271.55973 hartree
- LUMO energy: 0.69 eV
- M: 86.13 u

The geometry in ORCA input format:
```
! wB97M-V def2-TZVPD RIJCOSX def2/J DEFGRID3
* xyz 0 1
C -0.9869 -0.2863 -1.5560
C -0.9493 -0.6015 0.5870
C 0.4087 -0.2204 1.1487
C 1.6729 -0.4160 0.3456
C -0.6394 0.8114 0.8015
O -0.5857 1.4946 -0.4283
H -0.3991 0.3480 -2.2758
H -2.0344 -0.0489 -1.7291
H -0.6887 -1.2988 -1.6564
H -1.6306 -1.1593 1.2709
H 0.5946 -0.3013 2.2308
H 2.4322 0.3350 0.5918
H 2.1096 -1.4043 0.5356
H 1.4633 -0.3651 -0.7269
H -1.0928 1.4534 1.5457
H 0.3255 1.6594 -0.6853
*
```

So, what does the natural (NBO) scheme give us? The charges, in e, come out as: -0.49, -0.24, -0.28, -0.62, 0.02, -0.69, 0.19, 0.21, 0.18, 0.21, 0.22, 0.20, 0.22, 0.21, 0.19, 0.47